Record 1
15
Properties=species:S:1:pos:R:3 method="wB97M-V/def2-TZVPD" multiplicity=1 charge=-1
C -0.074 -1.114 -2.668
O -0.270 -0.805 -1.349
H 0.974 -0.893 -2.992
H -0.292 -2.173 -2.941
H -0.762 -0.578 -3.366
C 1.040 0.408 0.945
C -0.467 0.221 1.064
N -0.936 0.856 2.328
H 1.562 -0.017 1.812
H 1.339 -0.027 -0.008
H 1.311 1.469 0.933
H -0.930 0.635 0.175
H -0.680 -0.845 1.101
H -0.172 1.307 2.812
H -1.644 1.557 2.155



Record 2
15
Properties=species:S:1:pos:R:3 method="wB97M-V/def2-TZVPD" multiplicity=1 charge=+1
C 0.216 -0.564 0.160
O -0.464 0.693 0.099
C 0.813 -0.656 1.488
C 2.244 -0.754 1.606
N -2.914 1.429 -2.667
H -0.628 -1.259 0.113
H 0.934 -0.665 -0.649
H -0.070 1.348 0.686
H 0.172 -0.668 2.362
H 2.502 -1.007 2.632
H 2.731 0.201 1.335
H 2.718 -1.476 0.925
H -3.176 0.931 -1.830
H -1.904 1.481 -2.729
H -3.175 0.966 -3.529



Record 3
15
Properties=species:S:1:pos:R:3 method="wB97M-V/def2-TZVPD" multiplicity=1 charge=+1
C -0.939 -0.889 2.364
C 0.715 0.536 -0.748
C 0.362 0.348 -2.163
O 1.605 0.229 -2.812
N -1.210 -0.035 1.219
H 0.112 -1.144 2.470
H -1.255 -0.432 3.289
H 0.987 1.443 -0.222
H 1.262 -0.315 -0.354
H -0.175 -0.601 -2.285
H -0.241 1.123 -2.611
H 2.320 0.666 -2.319
H -1.493 -1.821 2.233
H -0.485 0.004 0.504
H -1.564 0.887 1.435



Record 4
15
Properties=species:S:1:pos:R:3 method="wB97M-V/def2-TZVPD" multiplicity=1 charge=+1
C -2.283 -0.799 -1.045
N -2.077 -0.790 0.211
H -3.159 -1.245 -1.504
H -1.657 -0.152 -1.660
H -1.145 -0.193 0.592
H -2.405 -1.605 0.734
C 1.392 0.347 0.931
O -0.072 0.469 0.989
C 1.926 0.622 -0.461
H 1.802 0.905 1.767
H 1.581 -0.701 1.164
H -0.209 1.376 0.664
H 2.426 1.587 -0.537
H 2.721 -0.102 -0.700
H 1.158 0.281 -1.145



Record 5
15
Properties=species:S:1:pos:R:3 method="wB97M-V/def2-TZVPD" multiplicity=1 charge=+1
C -1.056 -0.310 1.245
C -0.241 -0.261 -0.009
N -0.710 0.857 -0.913
C 1.256 -0.209 0.140
O 1.748 -0.280 -1.219
H -0.758 -1.124 1.905
H -2.127 -0.495 1.113
H -1.049 0.573 1.894
H -0.442 -1.172 -0.573
H 0.017 1.572 -1.029
H -0.851 0.608 -1.900
H -1.533 1.340 -0.558
H 1.651 -1.066 0.665
H 1.576 0.767 0.509
H 2.520 -0.799 -1.270



Record 6
16
Properties=species:S:1:pos:R:3 method="wB97M-V/def2-TZVPD" multiplicity=1 charge=-1
C -0.108 1.330 -1.122
C -0.388 0.514 0.179
C 0.940 -0.189 0.848
O 0.763 -1.471 1.103
N -1.024 2.365 -1.461
H -0.127 0.529 -1.880
H 0.952 1.557 -1.192
H -0.830 1.081 0.992
H -1.067 -0.251 -0.200
H 1.292 0.495 1.652
H 1.674 0.122 0.020
H -0.988 3.181 -0.863
H -2.012 2.153 -1.397
H 0.653 -3.193 1.461
H -0.031 -4.099 0.468
O 0.301 -4.123 1.391



Record 7
16
Properties=species:S:1:pos:R:3 method="wB97M-V/def2-TZVPD" multiplicity=1 charge=-1
C 0.500 0.658 -0.313
C 0.112 -0.734 -0.064
C 1.632 -1.518 0.180
O 2.265 -0.998 1.083
N -0.409 1.752 -0.737
H 1.308 0.613 -1.206
H 1.174 0.898 0.558
H -0.525 -0.702 0.901
H -0.598 -1.133 -0.791
H 1.965 -1.270 -0.794
H 1.187 -2.455 0.399
H -0.549 2.624 -0.286
H -0.412 1.959 -1.738
H -2.778 -0.541 1.376
H -2.071 0.490 0.404
O -2.802 0.357 1.028



Record 8
16
Properties=species:S:1:pos:R:3 method="wB97M-V/def2-TZVPD" multiplicity=1 charge=-1
C -0.446 1.189 0.748
N 0.428 -0.093 0.412
C 0.030 -0.469 -0.981
C -1.414 -1.137 -0.909
O -1.818 -1.789 0.255
H 0.147 1.794 1.538
H -1.422 0.869 1.333
H -0.684 1.894 -0.101
H -0.141 -0.864 0.828
H 0.712 -1.297 -1.140
H 0.019 0.446 -1.560
H -1.455 -1.758 -1.860
H -2.213 -0.186 -1.057
H 3.297 0.049 0.553
H 2.056 0.707 0.745
O 2.905 0.645 1.196



Computed energy relative to the best compared isomer or geometry (same formula, charge and spin) (kcal per mole) in order:
25.08, 85.53, 119.89, 38.12, 10.30, 27.68, 59.37, 50.07
Computed DFT total energy (eV) in order:
-6809.68738, -6800.60158, -6799.11160, -6802.65759, -6803.86427, -8857.59369, -8856.21952, -8856.62264
Computed orbital gap (eV) in order:
6.553, 4.367, 5.796, 10.926, 11.637, 6.904, 6.507, 6.965